1.
3 unconnected molecules or ions with the total composition C6H19NO3, computed with ωB97M-V/def2-TZVPD.

Structure (XYZ):
```
29
Properties=species:S:1:pos:R:3:forces:R:3:nbo_charge:R:1
O 3.064 -2.218 1.056 0.3 0.1 -0.2 -0.95
O 0.484 -2.652 0.184 0.4 0.2 -0.2 -0.80
O 1.656 0.239 -2.414 0.8 -0.3 0.3 -0.93
N -1.707 -1.710 0.346 0.0 0.2 -0.8 -0.65
C 0.550 1.979 -0.171 0.1 -1.5 -0.7 -0.40
C -1.327 -0.433 0.941 0.8 0.0 0.6 -0.24
C -0.640 1.290 -0.896 -1.3 1.1 1.9 -0.38
C 0.126 2.863 0.991 -0.1 -0.4 -0.4 -0.61
C -0.740 -2.275 -0.528 0.5 -0.9 1.5 0.09
C -1.719 0.772 0.089 -0.7 0.0 -0.7 -0.43
H 1.620 -0.377 -1.670 -0.3 -0.1 -0.1 0.46
H -0.558 3.630 0.623 0.1 0.2 0.2 0.20
H -2.157 1.594 0.654 0.3 -0.1 0.3 0.20
H 2.592 -2.266 0.214 -0.1 -0.1 0.3 0.48
H -0.424 2.244 1.696 0.0 0.1 0.2 0.20
H 0.518 -3.573 0.465 -0.3 0.1 -0.1 0.48
H -1.684 -0.364 1.966 -0.6 0.0 0.0 0.21
H -0.436 0.455 -1.539 0.6 0.3 -0.5 0.21
H -0.345 -1.555 -1.231 -0.5 0.0 -0.5 0.17
H -2.560 0.437 -0.527 0.0 -0.1 0.0 0.22
H 1.110 2.481 -0.959 0.1 0.3 0.2 0.21
H -0.242 -0.432 1.126 0.1 0.0 -0.3 0.18
H 2.541 0.599 -2.269 0.0 0.2 -0.4 0.47
H -1.138 -3.199 -0.943 -0.1 0.3 -0.6 0.17
H 1.202 1.165 0.168 0.2 0.2 0.3 0.18
H 0.976 3.292 1.516 0.0 0.2 -0.1 0.21
H 2.481 -1.688 1.607 -0.1 -0.1 0.0 0.47
H -2.125 -2.415 0.932 0.1 0.3 0.3 0.37
H -1.122 2.116 -1.427 -0.1 -0.4 -0.5 0.20
```
Forces are in eV/Å.

SMILES = CCCCCNCO.O.O
E = -14161.978 eV
M = 153.22 g/mol
LUMO = 0.52 eV
energy relative to the best compared isomer or geometry (same formula, charge and spin) = 1.104 eV


2.
2 unconnected molecules or ions with the total composition H4O2, computed with ωB97M-V/def2-TZVPD.

Structure (XYZ):
```
6
Properties=species:S:1:pos:R:3:forces:R:3:nbo_charge:R:1
O 0.541 -1.538 -0.389 -0.7 -0.5 -0.1 -0.94
O -0.487 1.634 0.176 1.5 0.5 1.5 -0.96
H -0.569 2.593 0.451 0.4 -1.8 -0.3 0.47
H 0.622 -2.501 -0.282 0.0 0.5 0.0 0.47
H -0.388 -1.418 -0.666 0.7 0.1 0.2 0.48
H 0.281 1.228 0.710 -1.8 1.2 -1.3 0.48
```
Forces are in eV/Å.

SMILES = O.O
E = -4159.683 eV
M = 36.03 g/mol
LUMO = 0.96 eV
energy relative to the best compared isomer or geometry (same formula, charge and spin) = 0.256 eV


3.
A molecular structure, C29H40N11O4S2Sn, computed with ωB97M-V/def2-TZVPD.

Structure (XYZ):
```
87
Properties=species:S:1:pos:R:3:forces:R:3:lowdin_charge:R:1
Sn -0.186 -0.028 0.186 0.0 0.0 0.0 1.30
S 4.486 -2.181 0.718 0.0 0.0 0.1 0.51
S 6.063 -3.967 2.583 -0.1 0.0 0.0 0.45
O 1.264 2.546 -0.898 0.0 0.0 0.1 -0.05
O 5.027 -1.603 3.143 0.0 0.0 0.0 -0.33
O 0.709 -1.376 1.455 -0.1 -0.1 -0.2 -0.48
O 1.804 0.411 -0.457 0.0 0.2 0.2 -0.25
N 2.609 0.233 2.670 0.1 -0.1 -0.1 0.22
N 1.501 4.080 2.533 0.0 0.0 0.0 0.16
N -0.420 0.179 -2.748 0.1 0.1 0.0 0.03
N -4.219 0.190 1.307 0.0 0.0 0.0 0.00
N -2.868 -1.528 -1.434 0.0 0.0 0.1 0.00
N -1.531 2.662 1.267 0.0 0.0 0.0 0.08
N 0.992 1.798 2.149 0.1 0.0 -0.1 0.15
N 0.084 -0.640 -3.522 -0.1 -0.1 0.0 0.11
N 3.098 2.422 3.105 0.0 0.0 0.0 0.18
N 0.760 -1.841 -1.559 0.0 -0.1 0.1 0.07
N 3.493 4.637 3.540 0.0 0.0 0.0 0.13
C -2.203 3.335 -3.332 0.0 0.0 0.0 -0.08
C -2.967 1.735 -4.961 0.0 0.0 0.0 -0.09
C -0.719 -1.375 3.393 0.0 0.0 0.0 -0.04
C -3.840 -2.508 -0.972 0.0 0.0 -0.1 -0.30
C -2.616 3.060 0.601 0.0 -0.1 0.0 -0.15
C -2.781 4.341 0.104 0.0 0.0 0.0 -0.08
C 1.779 -2.312 -3.671 0.1 0.0 -0.1 -0.01
C 2.232 1.498 2.645 0.0 0.1 0.0 -0.42
C 0.127 -2.212 2.430 0.1 0.0 0.2 -0.73
C 0.725 3.091 2.095 -0.1 0.0 0.0 -0.30
C -0.732 -3.296 1.774 0.0 0.0 0.0 -0.04
C 2.492 -3.483 -1.722 0.0 0.0 0.0 -0.07
C -1.290 1.127 -3.361 0.0 0.0 0.0 -0.25
C -3.014 3.010 -4.411 0.0 0.0 0.0 -0.09
C 0.893 -1.624 -2.867 -0.1 0.0 0.0 -0.32
C -0.546 3.541 1.434 0.0 0.0 0.0 -0.22
C -4.054 -1.265 1.247 0.0 0.0 0.0 -0.29
C 5.201 -2.580 2.191 0.0 0.0 0.0 -1.41
C -1.347 2.390 -2.785 0.0 0.0 0.0 -0.01
C -1.761 5.258 0.299 0.0 0.0 0.0 -0.07
C 1.273 -2.883 3.190 0.0 0.0 0.0 -0.03
C -4.788 -1.898 0.058 0.0 0.0 0.0 -0.20
C 5.570 -1.785 4.442 0.0 0.0 0.0 -0.17
C -0.624 4.853 0.969 0.0 0.0 0.0 -0.02
C 2.606 -3.258 -3.078 0.0 0.0 0.0 -0.05
C 2.672 3.667 3.036 0.0 0.0 0.0 -0.47
C 2.072 1.643 -0.702 0.1 0.0 -0.1 -0.52
C -2.099 0.788 -4.440 0.0 0.0 0.0 -0.04
C 1.552 -2.751 -0.999 0.1 0.0 -0.1 -0.13
H 2.049 -0.448 2.146 0.0 0.0 0.0 0.05
H -1.543 -0.892 2.860 0.0 0.0 0.0 0.05
H 0.889 -3.620 3.900 0.0 0.0 0.0 0.08
H -0.695 2.614 -1.946 0.0 0.0 0.0 0.09
H -5.067 0.437 1.803 0.0 0.0 0.0 0.07
H 6.653 -1.903 4.403 0.0 0.0 0.0 0.06
H -2.041 -0.211 -4.851 0.0 0.0 0.0 0.10
H 1.953 -3.376 2.491 0.0 0.0 0.0 0.08
H 3.308 5.572 3.224 0.0 0.0 0.0 0.09
H 1.854 -2.141 3.741 0.0 0.0 0.0 0.08
H 3.587 0.008 2.810 -0.1 0.0 0.0 0.09
H 3.335 -3.797 -3.669 0.0 0.0 0.0 0.11
H -2.242 4.327 -2.901 0.0 0.0 0.0 0.10
H 1.467 -2.856 0.074 0.0 0.0 -0.1 0.07
H 5.148 -2.667 4.924 0.0 0.0 0.0 0.06
H -4.440 -2.953 -1.779 0.0 0.0 0.0 0.10
H -2.989 -1.447 1.122 0.0 0.0 0.0 0.04
H -3.285 -3.327 -0.506 0.0 0.0 0.0 0.11
H 0.215 5.512 1.131 0.0 0.0 0.0 0.10
H -3.685 4.601 -0.433 0.0 0.0 0.0 0.10
H -5.401 -1.128 -0.420 0.0 0.0 0.0 0.10
H 1.818 -2.080 -4.726 0.0 0.0 0.0 0.11
H 5.302 -0.883 4.993 0.0 0.0 0.0 0.08
H -0.130 -3.910 1.103 0.0 0.0 0.0 0.08
H -3.608 1.478 -5.795 0.0 0.0 0.0 0.10
H 3.134 -4.176 -1.198 0.0 0.0 0.0 0.09
H -2.158 -1.932 -2.029 0.0 0.0 0.0 0.05
H -1.139 -1.989 4.194 0.0 0.0 0.0 0.08
H 3.155 1.852 -0.723 0.0 0.0 -0.1 0.14
H -1.169 -3.951 2.532 0.0 0.0 0.0 0.09
H -5.468 -2.686 0.392 0.0 0.0 0.0 0.10
H 4.454 4.367 3.665 0.0 0.0 0.0 0.09
H -1.843 6.270 -0.079 0.0 0.0 0.0 0.10
H -3.444 0.606 1.813 0.0 0.0 0.0 0.04
H -4.356 -1.756 2.180 0.0 0.0 0.0 0.11
H -3.308 -0.754 -1.917 0.0 0.0 0.0 0.07
H -3.380 2.306 0.444 0.0 0.0 0.0 0.08
H -3.691 3.749 -4.821 0.0 0.0 0.0 0.10
H -1.544 -2.854 1.193 0.0 0.0 0.0 0.05
H -0.098 -0.593 3.835 0.0 0.0 0.0 0.08
```
Forces are in eV/Å.

total charge = -1
E = -82809.849 eV
M = 789.56 g/mol
LUMO = 1.52 eV
energy relative to the best compared isomer or geometry (same formula, charge and spin) = 0.000 eV


4.
C4H11NS in the gas phase, computed with ωB97M-V/def2-TZVPD.

Structure (XYZ):
```
17
Properties=species:S:1:pos:R:3:forces:R:3:nbo_charge:R:1
S 3.031 0.182 -0.027 -0.2 0.8 -0.5 -0.07
N -0.336 -1.525 -0.275 0.4 0.9 0.4 -0.87
C -1.922 0.170 0.678 1.0 0.7 -0.3 -0.62
C -0.470 -0.259 0.464 0.7 0.3 -0.3 -0.03
C 0.304 0.961 -0.229 -1.0 -1.4 0.7 -0.43
C 1.505 0.540 -1.037 1.2 -0.1 0.6 -0.49
H -2.515 -0.522 1.265 -0.2 -0.2 -0.3 0.22
H 1.837 1.302 -1.738 -0.1 0.1 0.0 0.22
H -1.922 1.139 1.185 -0.1 0.0 0.1 0.21
H -0.427 1.471 -0.860 0.1 0.1 -0.1 0.20
H -2.259 0.382 -0.342 -0.8 -0.3 0.2 0.20
H 0.019 -2.225 0.360 -0.5 -0.4 -0.4 0.37
H 0.529 1.592 0.630 0.3 0.4 -0.3 0.22
H -1.185 -1.770 -0.757 -0.1 -0.4 0.1 0.37
H 2.430 -0.635 0.805 -0.3 -0.5 0.5 0.10
H 0.016 -0.406 1.433 0.0 0.0 0.0 0.17
H 1.365 -0.397 -1.555 -0.5 0.0 -0.3 0.24
```
Forces are in eV/Å.

SMILES = C[C@@H](N)CCS
E = -16651.429 eV
M = 105.21 g/mol
LUMO = 0.93 eV
energy relative to the best compared isomer or geometry (same formula, charge and spin) = 0.364 eV


5.
C4H8O4 in the gas phase, computed with ωB97M-V/def2-TZVPD.

Structure (XYZ):
```
16
Properties=species:S:1:pos:R:3:forces:R:3:nbo_charge:R:1
O 2.557 -0.689 0.270 0.1 -0.5 0.0 -0.68
O -1.254 -0.497 1.305 0.3 0.2 -0.7 -0.74
O -0.007 1.920 0.223 -0.2 0.0 0.1 -0.70
O 0.094 -1.684 -0.010 -0.6 -0.6 0.3 -0.73
C -1.415 -0.150 -1.117 0.3 -0.1 0.3 -0.65
C -0.485 -0.414 0.071 -0.8 0.6 0.6 0.48
C 0.569 0.660 0.199 0.5 -0.2 0.0 0.12
C 1.888 0.480 0.286 -0.4 0.2 -0.2 0.09
H -1.823 0.855 -1.052 0.0 0.1 0.0 0.23
H 0.656 2.574 0.471 0.0 -0.1 0.0 0.48
H -0.847 -0.251 -2.039 0.0 0.0 -0.1 0.22
H -1.602 0.378 1.509 0.0 0.1 0.0 0.48
H -2.227 -0.873 -1.109 0.0 -0.1 0.0 0.22
H 2.554 1.333 0.342 0.0 0.1 0.1 0.17
H -0.561 -2.236 0.477 0.8 0.2 -0.5 0.50
H 1.903 -1.406 0.176 0.2 0.2 0.1 0.51
```
Forces are in eV/Å.

SMILES = CC(O)(O)/C(O)=C\O
E = -12466.831 eV
M = 120.10 g/mol
LUMO = 0.65 eV
energy relative to the best compared isomer or geometry (same formula, charge and spin) = 2.328 eV


6.
C19H22N4O4 in the gas phase, computed with ωB97M-V/def2-TZVPD.

Structure (XYZ):
```
49
Properties=species:S:1:pos:R:3:forces:R:3:nbo_charge:R:1
O 0.118 -3.197 -0.276 0.1 -0.1 0.0 -0.57
O 3.439 1.362 0.030 -0.1 0.1 0.3 -0.54
O -0.046 2.440 0.962 0.1 0.7 0.1 -0.64
O 4.674 0.322 -1.535 0.0 0.0 -0.1 -0.60
N -1.454 0.599 0.753 0.0 -0.1 0.0 -0.58
N -3.499 -1.129 -0.408 -0.2 0.0 0.0 -0.36
N 0.689 0.298 0.484 0.1 -0.1 -0.1 -0.60
N -4.742 -0.570 -2.175 -0.1 -0.1 -0.6 -0.47
C -2.407 -1.690 0.341 0.3 -0.1 0.1 -0.26
C -3.728 -1.251 -1.748 0.0 0.0 -0.1 0.23
C -6.322 0.940 -0.939 0.1 -0.1 0.0 -0.21
C -4.741 0.240 1.322 0.1 -0.1 0.2 -0.27
C -5.817 1.100 1.427 0.0 0.0 0.1 -0.21
C -5.243 0.073 -1.070 0.4 -0.1 0.6 0.16
C 3.011 -2.179 0.834 0.2 -0.1 -0.2 -0.40
C -0.235 1.265 0.761 0.0 0.1 0.0 0.75
C -4.463 -0.267 0.061 -0.5 0.3 -0.3 0.07
C -6.590 1.444 0.316 -0.2 0.1 -0.1 -0.23
C 3.992 3.437 -1.127 -0.1 -0.4 0.1 -0.63
C -1.274 -0.723 0.457 0.7 -0.5 -0.2 0.21
C 0.069 -0.930 0.278 -1.1 -0.1 0.2 -0.05
C 4.499 -1.871 0.641 -0.1 0.1 0.1 -0.39
C 2.205 -2.036 -0.465 -0.1 -0.3 0.1 -0.49
C 2.967 2.334 -0.918 -0.1 0.4 -0.5 -0.09
C 4.829 -0.380 0.772 0.0 -0.1 -0.1 -0.51
C 4.331 0.449 -0.391 0.2 -0.2 0.2 0.80
C 0.728 -2.149 -0.161 0.2 0.0 -0.2 0.57
H -4.156 -0.029 2.190 0.0 0.0 0.1 0.22
H 2.897 -3.205 1.186 -0.1 0.0 0.0 0.22
H -6.066 1.517 2.391 0.0 0.0 0.1 0.22
H 5.069 -2.404 1.403 0.0 0.0 -0.1 0.22
H -2.343 1.054 0.892 0.1 0.1 0.0 0.44
H -3.110 -1.873 -2.368 0.2 -0.2 -0.1 0.20
H 2.753 1.828 -1.865 0.0 0.0 0.2 0.20
H 5.915 -0.265 0.790 0.0 0.1 0.0 0.24
H 4.236 3.906 -0.177 0.0 0.1 0.1 0.21
H 1.681 0.484 0.464 0.0 0.1 0.0 0.44
H -6.920 1.200 -1.797 -0.1 0.0 -0.1 0.23
H 4.899 3.030 -1.568 0.1 0.0 -0.1 0.22
H 2.048 2.729 -0.480 0.1 -0.1 0.0 0.22
H 3.581 4.186 -1.796 0.0 0.1 -0.1 0.22
H -7.420 2.121 0.451 -0.1 0.1 0.0 0.22
H -2.037 -2.593 -0.153 -0.1 0.2 0.2 0.28
H -2.766 -1.964 1.340 0.0 -0.1 -0.2 0.23
H 4.828 -2.226 -0.336 0.1 -0.1 0.0 0.22
H 2.601 -1.523 1.606 0.0 0.0 0.1 0.20
H 2.479 -2.843 -1.145 -0.1 0.1 0.0 0.24
H 4.417 0.025 1.697 0.1 0.0 0.0 0.22
H 2.419 -1.085 -0.952 0.0 0.0 -0.1 0.21
```
Forces are in eV/Å.

SMILES = CCOC(=O)CCCCC(=O)c1[nH]c(=O)[nH]c1Cn1cnc2ccccc21
E = -34212.409 eV
M = 370.41 g/mol
LUMO = 0.28 eV
energy relative to the best compared isomer or geometry (same formula, charge and spin) = 0.390 eV


7.
C6H6O in the gas phase, computed with ωB97M-V/def2-TZVPD.

Structure (XYZ):
```
13
Properties=species:S:1:pos:R:3:forces:R:3:nbo_charge:R:1
O -2.008 -1.279 -1.354 -0.3 -0.9 -0.2 -0.53
C 0.685 -0.666 0.921 0.1 -2.7 0.2 -0.16
C -1.111 -1.702 -0.639 -1.7 0.0 -0.9 0.35
C -0.586 0.862 -0.480 3.3 -2.3 -4.7 -0.46
C 0.716 1.524 0.013 -2.0 -2.4 2.1 -0.17
C 1.230 0.647 0.910 4.1 2.4 -0.8 -0.27
C -0.248 -0.719 -0.105 0.6 3.5 3.0 -0.11
H -1.046 -2.784 -0.457 0.4 0.1 0.3 0.14
H -1.501 1.278 -0.195 -1.3 0.3 1.1 0.25
H -0.740 0.857 -1.705 0.7 0.2 3.0 0.25
H 2.314 1.011 1.159 -2.1 -1.4 0.8 0.22
H 1.116 -1.485 1.718 -1.3 1.8 -2.6 0.24
H 1.180 2.456 0.214 -0.5 1.5 -1.3 0.23
```
Forces are in eV/Å.

SMILES = O=CC1=CC=CC1
E = -8363.004 eV
M = 94.11 g/mol
LUMO = -0.48 eV
energy relative to the best compared isomer or geometry (same formula, charge and spin) = 3.502 eV